12 unconnected molecules or ions with the total composition C92H203N5O8P3. Source: OMol25; level of theory: ωB97M-V/def2-TZVPD.

```
311
Properties=species:S:1:pos:R:3:forces:R:3
C 4.9078 -34.2045 -9.7810 0.61 0.66 0.72
C 3.9611 -33.3980 -8.8850 0.13 -0.69 0.14
C 3.9973 -31.9360 -9.3063 -1.88 -0.28 -1.02
N 3.9105 -30.9851 -8.1598 -0.53 0.81 0.54
C 3.9859 -29.5565 -8.6461 1.80 -0.43 -0.26
C 5.0313 -31.2053 -7.1350 0.61 -0.69 -0.32
C 4.4100 -31.1616 -5.7499 -1.21 0.56 0.53
C 2.9498 -30.5680 -5.9609 1.19 0.25 1.18
C 2.5784 -30.9930 -7.3547 -0.03 -0.03 -0.80
H 5.9380 -33.8013 -9.6615 -0.54 -0.35 -0.09
H 4.6525 -34.1432 -10.8155 -0.29 0.27 -0.81
H 4.9118 -35.2520 -9.5567 0.01 -0.57 0.37
H 4.2333 -33.5501 -7.8452 0.56 0.29 0.18
H 2.9553 -33.8229 -8.8384 -0.13 0.24 -0.72
H 3.1487 -31.7841 -10.0555 0.68 0.26 1.32
H 4.8526 -31.6833 -9.9214 0.66 0.04 0.44
H 3.7706 -28.9043 -7.8142 -0.28 0.21 -0.04
H 3.3818 -29.4320 -9.5113 -1.18 0.10 -0.32
H 4.9902 -29.3286 -9.0269 0.15 -0.32 0.39
H 5.8261 -30.5353 -7.4104 0.10 0.89 0.37
H 5.5466 -32.1537 -7.3125 -0.53 -0.05 -0.01
H 4.9587 -30.6126 -4.9646 0.02 -0.03 -0.71
H 4.3137 -32.1611 -5.3517 0.03 -0.43 -0.06
H 3.0664 -29.4666 -5.8558 -0.46 -0.60 -0.24
H 2.2228 -30.9019 -5.1763 0.68 0.22 -0.83
H 1.9575 -30.2800 -7.8855 -0.26 0.05 0.08
H 2.0519 -31.9435 -7.4172 0.51 -0.29 0.07
C 11.6890 -37.2450 -16.2040 -0.42 -0.12 -0.72
C 12.0806 -35.8002 -16.2717 1.54 0.88 -1.38
C 13.2833 -35.5726 -17.2194 0.14 -0.21 -1.13
N 13.8760 -34.1495 -17.2242 0.61 -0.83 0.90
C 14.9911 -34.1964 -16.1861 0.24 1.98 0.12
C 12.8545 -33.0628 -16.9149 -1.57 -1.60 -1.89
C 13.4099 -31.9001 -17.6579 -1.37 0.51 -0.43
C 13.7960 -32.4477 -19.0267 0.31 -1.25 1.01
C 14.5029 -33.7639 -18.5711 -1.12 0.26 -0.57
H 10.7344 -37.3524 -15.7005 -0.18 -0.05 -0.05
H 12.3886 -37.8878 -15.6939 0.44 -0.04 0.12
H 11.5904 -37.5844 -17.2432 -0.17 -0.34 0.32
H 12.3522 -35.3649 -15.3416 -0.08 0.33 1.15
H 11.3337 -35.1852 -16.7560 -0.77 -0.15 0.44
H 12.9948 -35.8078 -18.2727 0.04 0.26 0.78
H 14.1663 -36.1790 -17.0092 -0.39 -0.33 0.11
H 15.4404 -33.1428 -16.1440 -0.13 -1.67 -0.38
H 15.7069 -35.0091 -16.4431 -0.49 0.91 0.13
H 14.5715 -34.2551 -15.1788 -0.12 -0.64 -0.25
H 12.7317 -32.9144 -15.8568 -0.06 -0.22 0.45
H 11.9085 -33.4535 -17.4334 1.10 0.78 0.98
H 14.2174 -31.6392 -17.0096 1.01 1.09 -0.26
H 12.6774 -31.0924 -17.7725 0.31 0.00 0.40
H 14.5359 -31.8304 -19.4843 0.31 0.45 -0.62
H 12.9358 -32.5920 -19.7008 0.33 0.01 0.41
H 15.5306 -33.5017 -18.4145 0.52 -0.27 0.24
H 14.4206 -34.6192 -19.2407 0.07 0.18 -0.01
C 11.8086 -26.1485 -7.1047 0.77 -0.09 2.44
C 10.6946 -27.0810 -6.6459 0.23 -0.78 -0.17
C 9.3621 -26.6156 -7.1791 0.35 -0.39 -0.58
N 8.2005 -27.2215 -6.5055 -0.97 0.33 -0.40
C 8.1903 -28.7151 -6.3899 0.76 -0.46 -0.38
C 6.9756 -26.8402 -7.2890 -1.12 0.62 0.84
C 5.8609 -27.1022 -6.3227 -0.43 -0.58 1.07
C 6.4576 -26.8365 -4.9088 -1.19 -0.60 0.66
C 7.9255 -26.5824 -5.1677 0.82 -1.21 1.35
H 11.8194 -25.2192 -6.5152 -0.23 -0.10 -0.29
H 11.7808 -25.8940 -8.1314 -0.15 0.07 -1.14
H 12.7741 -26.6167 -6.8473 -0.19 0.12 -0.40
H 10.6877 -27.3233 -5.5663 0.09 0.76 -0.28
H 10.8839 -28.0652 -7.0894 -0.02 0.02 -0.12
H 9.3150 -26.9104 -8.2348 -0.16 0.09 0.05
H 9.2060 -25.5398 -7.1171 0.20 0.08 0.08
H 9.1823 -29.0796 -6.0670 -0.66 0.28 0.07
H 7.9816 -29.1155 -7.3991 0.04 0.15 0.47
H 7.4398 -29.0062 -5.6485 0.48 -0.16 -0.26
H 6.7740 -27.4204 -8.1692 1.00 -0.14 -0.67
H 7.0256 -25.7734 -7.4463 0.27 0.31 -0.48
H 5.6216 -28.1676 -6.3920 -0.09 0.02 0.13
H 4.9280 -26.6047 -6.5187 -0.16 0.63 -0.25
H 6.3053 -27.8024 -4.3706 0.38 0.90 0.05
H 5.9965 -26.0374 -4.2676 0.34 -0.65 -0.95
H 8.5297 -27.1236 -4.3934 -0.26 0.67 -0.75
H 8.2006 -25.5290 -5.1863 -0.02 -0.06 -0.22
C 8.0180 -36.4628 -0.4913 0.70 -0.89 0.57
C 8.0083 -36.0298 -1.9446 1.42 -0.03 0.18
C 8.6733 -37.1386 -2.8414 -1.35 1.60 1.03
N 8.4510 -36.6984 -4.2645 0.23 -1.53 -0.68
C 7.1289 -36.0565 -4.5355 -0.18 -0.60 1.45
C 8.6311 -37.9180 -5.1320 -1.26 -0.30 -0.58
C 9.2060 -37.4399 -6.4507 0.94 0.64 -1.31
C 9.7426 -35.9936 -6.1738 -3.20 1.45 0.37
C 9.6127 -35.8256 -4.6715 -0.88 0.49 0.25
H 7.9428 -37.5585 -0.4013 0.00 0.17 -0.17
H 7.1624 -36.1073 0.0456 -0.38 0.54 0.30
H 8.9219 -36.2077 0.0800 -0.23 0.16 -0.35
H 8.5129 -35.0281 -2.0798 -0.73 -0.96 0.04
H 6.9558 -35.9728 -2.2484 0.51 0.18 0.13
H 8.1389 -38.0527 -2.5355 0.13 0.07 -0.93
H 9.7588 -37.3189 -2.8060 -0.54 0.22 0.68
H 6.9055 -36.0477 -5.5775 0.13 0.03 -0.77
H 7.2221 -35.0660 -4.1226 -0.43 0.52 -0.18
H 6.3463 -36.6349 -3.9871 0.60 0.45 -0.63
H 7.6444 -38.4265 -5.2349 0.72 0.37 0.14
H 9.2917 -38.5935 -4.6197 0.37 -0.20 0.22
H 8.4600 -37.3506 -7.2684 0.38 -0.39 0.61
H 10.0306 -38.1044 -6.8141 -0.82 0.46 0.36
H 9.0386 -35.2005 -6.6094 1.05 -1.15 0.13
H 10.7229 -35.7371 -6.4482 1.29 -0.04 -0.69
H 9.4879 -34.8249 -4.1929 0.10 -0.59 -0.81
H 10.4173 -36.3401 -4.2324 1.36 -0.28 0.69
C 14.8134 -26.0104 -9.7656 -0.93 -1.57 3.35
C 14.1773 -27.4665 -9.8504 1.22 -0.08 0.59
C 13.2805 -27.7162 -11.0003 0.12 -0.19 -2.22
N 13.0845 -29.2074 -11.4065 1.01 0.94 1.68
C 12.7879 -30.0153 -10.1860 -0.01 0.36 1.26
C 14.3828 -29.7092 -12.1104 -1.38 0.29 -0.90
C 13.9705 -29.7667 -13.6361 1.35 0.43 0.60
C 12.7038 -28.8833 -13.7069 -0.46 -1.99 -0.40
C 11.9999 -29.2758 -12.4093 0.30 0.16 -0.95
H 14.1647 -25.1988 -9.3327 0.12 -1.09 -0.50
H 15.2081 -25.6330 -10.6458 1.02 0.39 -1.75
H 15.5861 -26.1857 -8.9635 -0.31 0.66 -1.04
H 13.5978 -27.6048 -8.9100 0.76 -0.35 -0.42
H 15.0156 -28.2583 -9.9996 -1.06 1.48 0.96
H 13.7542 -27.2908 -11.9146 -0.57 0.00 0.59
H 12.2956 -27.3004 -10.8625 -0.44 0.06 -0.05
H 13.7015 -30.0074 -9.5119 -0.95 -0.25 -0.98
H 12.5254 -31.0359 -10.5449 0.14 0.68 0.55
H 11.9813 -29.4840 -9.5931 0.56 -0.80 -0.93
H 14.6743 -30.6990 -11.7537 -0.10 0.34 0.31
H 15.1139 -28.9392 -11.8802 0.25 -0.22 -0.23
H 13.8264 -30.8348 -13.9359 -0.17 1.14 0.16
H 14.8323 -29.3594 -14.2109 -0.69 -0.26 0.13
H 12.0710 -29.2427 -14.5291 0.15 0.39 0.01
H 12.8979 -27.8405 -13.8317 0.16 0.66 -0.03
H 11.8102 -30.3310 -12.4917 -0.54 -0.39 -0.02
H 11.0985 -28.7229 -12.1401 0.28 0.02 0.38
C 4.1847 -25.0661 -18.6702 -0.04 0.42 -0.40
C 4.2854 -25.3399 -17.1836 0.08 -2.13 -0.19
C 5.5306 -26.2265 -16.8939 0.85 0.88 -0.49
C 5.7653 -26.4417 -15.3772 -0.94 0.25 0.20
P 5.9959 -28.1629 -14.8373 -0.51 0.21 -0.11
C 7.6212 -28.5322 -15.3001 2.97 -1.65 0.90
C 8.1434 -29.9833 -14.8318 -1.46 0.47 1.39
C 9.2767 -30.6032 -15.6281 0.39 0.27 -0.81
C 8.8788 -30.9054 -17.1063 0.23 -1.06 0.67
C 5.8833 -28.2015 -13.0162 -1.08 -0.10 -0.38
C 6.9786 -27.3230 -12.4076 0.47 0.58 -1.21
C 6.6460 -26.5532 -11.1683 0.03 1.07 1.40
C 7.7531 -25.4459 -10.8750 -2.19 -0.77 0.25
C 4.7973 -29.2452 -15.7214 -0.62 0.22 -0.07
C 5.0599 -29.9092 -17.0918 1.37 -0.67 -0.39
C 3.7718 -30.2537 -17.8434 -0.37 0.57 -0.26
C 3.9326 -30.5363 -19.3581 -0.65 0.17 -0.35
H 4.4456 -25.9071 -19.3128 0.42 -0.18 0.23
H 4.8507 -24.2233 -18.8740 -0.13 -0.15 -0.44
H 3.1829 -24.8288 -19.0256 -0.07 0.40 0.39
H 3.4112 -25.9733 -16.8506 0.63 1.02 0.02
H 4.3973 -24.4241 -16.6477 -0.45 0.63 0.58
H 6.4895 -25.7836 -17.3141 -1.25 -0.42 0.24
H 5.3165 -27.1214 -17.4732 0.37 -0.43 0.24
H 4.8870 -26.0442 -14.8464 -0.05 -0.29 -0.01
H 6.5725 -25.8048 -14.9915 0.05 -0.43 -0.22
H 8.3386 -27.7744 -14.8941 -0.74 -0.46 -0.12
H 7.7033 -28.4131 -16.3455 -0.07 0.01 -1.46
H 7.2653 -30.7068 -14.7348 0.97 0.84 -0.22
H 8.4998 -29.7805 -13.7886 -0.32 -0.49 -0.70
H 9.6885 -31.5242 -15.1190 -0.56 0.97 -0.47
H 10.0758 -29.8376 -15.6171 -0.03 -0.43 -0.11
H 8.2551 -31.8342 -17.1404 0.46 0.76 -0.11
H 9.7540 -31.0429 -17.7513 -0.03 -0.25 0.27
H 8.3372 -30.1076 -17.5906 -0.37 0.35 0.12
H 5.8105 -29.2340 -12.6141 0.20 0.58 -0.27
H 4.8936 -27.7281 -12.8868 0.17 -0.18 0.37
H 7.3151 -26.5829 -13.1789 -0.26 -0.43 0.52
H 7.8611 -27.9119 -12.2007 0.28 -0.32 0.03
H 6.5801 -27.2614 -10.3071 0.09 0.55 -0.66
H 5.6856 -25.9862 -11.2238 0.45 -0.58 -0.24
H 7.4388 -25.0330 -9.8907 0.64 0.08 -0.62
H 7.6439 -24.6654 -11.6513 0.45 -0.29 0.46
H 8.7327 -25.9043 -10.8212 0.23 0.11 -0.04
H 3.9496 -28.5594 -15.8536 -0.06 -0.05 0.06
H 4.4237 -30.0439 -15.0919 0.04 0.06 0.66
H 5.5994 -30.9010 -16.9583 -0.22 1.34 -0.02
H 5.6853 -29.2626 -17.7257 -0.06 -0.23 0.15
H 3.0397 -29.4354 -17.7353 0.26 -0.14 0.06
H 3.3410 -31.1172 -17.3267 -0.21 0.02 -0.29
H 4.3145 -31.5296 -19.5493 0.12 -0.32 0.04
H 4.5650 -29.8520 -19.9507 -0.05 0.05 0.74
H 2.9432 -30.4716 -19.8661 0.56 -0.19 0.52
C 20.5935 -31.4057 -5.7909 -1.09 -0.29 0.12
C 19.2727 -31.4689 -4.9976 -0.80 0.85 -0.95
C 19.3939 -31.0271 -3.5683 2.41 0.51 0.94
C 18.1929 -30.5101 -2.8363 -1.48 0.13 -0.28
P 17.1931 -29.2251 -3.6272 -0.08 0.57 0.25
C 18.2570 -27.8619 -4.1129 0.05 -0.11 1.69
C 17.5250 -26.7293 -4.7639 -1.39 -0.39 -0.75
C 18.4714 -25.6593 -5.2965 -1.14 0.70 0.00
C 17.7761 -24.8075 -6.3979 -0.04 -0.06 0.08
C 16.0974 -29.9139 -4.9065 0.73 0.53 -0.38
C 14.6434 -29.5095 -4.7893 -1.10 -0.49 -0.20
C 13.7883 -30.0578 -5.9830 2.07 0.27 -0.22
C 13.9179 -31.5904 -6.0741 0.46 0.65 -0.33
C 16.0831 -28.6247 -2.3428 -0.14 0.86 0.30
C 16.8822 -28.0478 -1.1578 -0.23 0.97 0.60
C 16.0859 -27.5112 0.0658 0.81 0.04 -0.45
C 16.6831 -26.2197 0.6640 -0.70 -0.15 1.73
H 21.4137 -31.7119 -5.1658 0.39 -0.55 0.09
H 20.8423 -30.4058 -6.1075 -0.11 0.47 -0.17
H 20.4706 -32.0428 -6.6737 0.48 0.17 0.18
H 18.8462 -32.4583 -5.0548 -0.07 -0.46 0.05
H 18.4989 -30.8372 -5.4946 0.52 -0.17 -0.01
H 20.2029 -30.2478 -3.5193 -0.69 -0.42 -0.04
H 19.8345 -31.8496 -2.9771 -0.24 0.24 -0.11
H 18.3700 -30.0750 -1.8538 0.52 -0.33 -0.02
H 17.4309 -31.2772 -2.6894 0.04 -0.40 0.21
H 19.0271 -28.2170 -4.7443 0.87 -0.61 -0.87
H 18.7825 -27.5859 -3.1615 -0.41 -0.03 -0.65
H 16.7470 -26.3203 -4.0719 0.67 0.00 -0.52
H 16.9336 -27.2079 -5.6055 0.51 0.71 0.50
H 19.3740 -26.0996 -5.7213 -0.01 -0.10 0.04
H 18.7757 -25.0607 -4.4216 0.02 0.05 -0.50
H 16.7533 -24.4450 -6.1936 0.25 -0.56 0.44
H 17.7125 -25.3860 -7.3468 0.24 0.47 0.51
H 18.3140 -23.8747 -6.5305 0.36 -0.08 -0.44
H 16.2873 -30.9722 -4.7893 -0.28 -0.42 -0.33
H 16.4466 -29.5810 -5.8961 0.15 -0.41 0.45
H 14.5843 -28.4308 -4.6969 -0.17 0.28 -0.28
H 14.2148 -29.8963 -3.8734 -0.14 -0.17 0.27
H 14.2843 -29.5994 -6.8859 -0.75 -0.42 0.43
H 12.7594 -29.7265 -5.9494 -0.20 0.10 0.20
H 13.6789 -32.0861 -5.1332 -0.09 -0.02 -0.04
H 14.9420 -31.8497 -6.3736 -0.10 -0.05 0.27
H 13.3096 -31.9768 -6.8759 -0.51 -0.22 -0.13
H 15.3613 -29.4524 -2.2055 0.43 0.40 0.73
H 15.4907 -27.7546 -2.6890 0.15 -0.64 -0.33
H 17.4281 -27.1519 -1.4587 0.01 -0.09 -0.75
H 17.6525 -28.7037 -0.8152 0.38 -0.59 0.39
H 16.0477 -28.3123 0.7800 -0.28 -0.19 0.56
H 15.1018 -27.2877 -0.2735 -1.03 0.03 -0.06
H 17.7390 -26.1811 0.6294 1.38 -0.23 -0.53
H 16.5577 -26.1464 1.7990 -0.55 -0.03 -1.60
H 16.3248 -25.3077 0.1728 -0.14 -0.26 0.21
C 17.6842 -29.0864 -8.1307 0.80 -0.22 2.18
C 17.4923 -29.9474 -9.3354 0.22 1.31 -1.89
C 16.9946 -31.3698 -9.1086 -1.22 1.00 0.65
C 17.2356 -32.2466 -10.3308 2.58 -0.14 1.48
P 16.5864 -33.8887 -10.2209 0.34 -1.49 0.15
C 16.5159 -34.7831 -11.8007 -1.17 0.86 -1.74
C 17.1647 -36.1431 -11.9100 0.62 -1.11 -0.98
C 16.8807 -36.8178 -13.2866 -0.04 0.86 -0.23
C 17.5730 -36.1123 -14.4908 0.90 -0.45 2.30
C 17.6825 -34.9784 -9.2708 1.34 0.75 -1.00
C 17.8558 -34.8975 -7.7826 1.44 1.35 1.30
C 19.3264 -34.8412 -7.2450 -0.39 -1.13 0.56
C 19.2826 -35.2409 -5.7079 0.55 -0.94 -2.54
C 15.0949 -33.8933 -9.2575 -1.02 0.22 -0.10
C 14.0493 -34.9302 -9.7143 1.67 0.31 1.27
C 12.7897 -34.7670 -8.8919 0.46 -1.65 -1.06
C 11.8719 -35.8427 -9.4488 -0.78 -1.21 1.23
H 18.1860 -28.1212 -8.3438 -0.40 -0.55 0.02
H 18.3530 -29.6735 -7.4591 0.01 0.59 -0.17
H 16.8109 -28.9053 -7.4644 0.11 0.09 -1.08
H 18.4705 -29.8947 -9.8841 -0.76 -0.44 0.34
H 16.7835 -29.3755 -9.9885 0.42 -0.80 0.06
H 15.8959 -31.2218 -8.9062 0.86 -0.58 -0.06
H 17.4516 -31.7634 -8.1796 -0.13 -0.10 -0.48
H 18.3649 -32.2843 -10.4461 -1.20 -0.27 -0.15
H 16.8295 -31.8580 -11.2053 -0.76 1.02 -1.52
H 16.8086 -34.0360 -12.6211 -0.03 -1.10 1.17
H 15.4442 -34.9465 -12.0645 0.63 0.43 0.47
H 16.7538 -36.8964 -11.2200 0.16 0.61 0.28
H 18.2444 -36.0781 -11.7847 0.12 -0.17 0.20
H 15.7909 -36.7497 -13.3677 -0.06 -0.39 -0.37
H 17.1748 -37.8752 -13.2529 -0.10 0.32 0.09
H 17.1471 -35.1406 -14.6468 -0.26 0.45 -0.42
H 17.6167 -36.7281 -15.3668 -0.21 -0.15 -0.55
H 18.6179 -35.9489 -14.1449 -0.42 -0.01 -0.54
H 18.6648 -35.0187 -9.7890 -0.24 0.63 0.28
H 17.3656 -35.9433 -9.5761 -0.78 -1.04 0.18
H 17.4310 -35.7664 -7.3305 -0.49 -0.55 0.29
H 17.4341 -34.0264 -7.2589 -0.63 -0.10 -0.54
H 19.8646 -33.9038 -7.4415 -0.52 0.00 0.17
H 19.9151 -35.5806 -7.7859 0.04 -0.25 0.04
H 19.2989 -34.4179 -5.0840 -0.58 1.81 1.28
H 20.1882 -35.7468 -5.4247 0.38 -0.56 -0.09
H 18.4343 -35.9029 -5.5295 0.11 0.16 0.21
H 14.6348 -32.9016 -9.2848 0.21 -0.11 0.03
H 15.4097 -34.1371 -8.2329 -0.19 0.18 -0.13
H 14.5667 -35.8732 -9.5015 -0.63 -0.42 0.02
H 13.8404 -34.9371 -10.7547 -0.09 0.46 -0.95
H 12.3322 -33.8217 -9.0930 -0.08 0.88 0.25
H 13.1512 -34.8959 -7.8892 -0.63 0.09 0.93
H 11.7662 -35.6070 -10.4819 -0.58 0.13 -0.89
H 10.8703 -35.9816 -8.9758 0.65 0.49 -0.33
H 12.3253 -36.8494 -9.4346 0.07 0.39 0.18
O 8.0181 -32.4551 -3.2173 0.32 -1.13 -0.84
C 7.8311 -31.6846 -4.3934 -0.58 -1.17 0.02
O 7.5970 -30.5207 -4.1105 -0.36 2.30 -0.06
O 7.8330 -32.2571 -5.5001 0.33 -0.44 0.52
H 7.8398 -31.8151 -2.5250 0.05 0.13 0.22
O 13.7928 -33.0582 -13.7395 0.35 0.55 1.57
C 13.6747 -32.6622 -12.5139 1.24 -1.51 0.44
O 12.5265 -32.2554 -12.1378 1.61 -0.37 0.27
O 14.7655 -32.7594 -11.6796 -3.49 1.09 -2.40
H 5.2684 -42.6899 -0.3809 -0.04 -0.08 0.05
C 8.5018 -30.6670 -10.9513 -0.32 -1.18 1.35
C 8.5384 -29.3607 -10.1864 -1.70 1.87 -0.03
O 7.4496 -29.1485 -9.5104 1.72 -0.21 -0.49
O 9.4682 -28.5127 -10.3813 -0.76 -1.25 0.59
H 9.5093 -30.9926 -11.1984 -0.05 -0.15 -0.38
H 7.8343 -30.6006 -11.8266 0.42 0.09 0.25
H 8.0264 -31.4145 -10.2353 0.64 0.69 -1.04
```
Forces are in eV/Å.

Summary:
- HOMO-LUMO gap: 0.80 eV
- F_max: 4.37 eV/Å
- Total charge: +5

Results of the Mulliken charge analysis, in e, for atoms 1 through 2: number 1, C, carries -1.447; number 2, C, carries -0.271